1.
ORCA calculation (ωB97M-V/def2-TZVPD) on an isolated molecule of C17H26N2O3S in a non-equilibrium geometry.

```
49
Properties=species:S:1:pos:R:3:forces:R:3
C 2.7006 -5.3481 -0.7221 0.1558 0.1454 -0.0434
C 2.8469 -4.1444 -1.6444 0.0244 -0.1293 0.1659
C 1.5084 -3.7225 -2.2212 -0.1081 0.4052 0.6546
S 0.4511 -3.0292 -0.9115 -0.0525 -0.1235 -0.8516
O 1.2453 -2.1471 -0.0979 0.1431 0.1418 -0.1823
O -0.2535 -4.0882 -0.2478 -0.2450 -0.1584 -0.1384
N -0.6481 -2.1689 -1.8522 0.6047 -0.6513 0.4926
C -2.0470 -2.3523 -1.5214 -0.4355 -0.3542 0.4487
C -2.4506 -1.5220 -0.3049 -0.0345 0.0865 -0.2595
C -2.1278 -0.0509 -0.5504 0.0864 -0.1267 0.1534
C -0.6391 0.1124 -0.8827 -0.1948 0.1808 -0.3139
C -0.3668 1.5654 -1.2492 0.1582 -0.5199 0.3523
O -0.6957 2.0449 -2.3159 -0.2170 0.0951 -0.4050
N 0.2632 2.2703 -0.2870 0.2690 0.1840 0.3735
C 0.4936 3.6920 -0.3812 -0.1672 0.2295 -0.1519
C -0.4704 4.4822 0.5203 0.2305 -0.1495 -0.1038
C -0.2916 4.0812 1.9565 -0.1211 0.1055 -0.0661
C -1.0702 3.0725 2.5111 -0.0247 0.0274 -0.0085
C -0.8688 2.6610 3.8170 -0.0090 -0.0814 0.0828
C 0.1167 3.2549 4.5865 0.0025 -0.0425 0.0965
C 0.8971 4.2620 4.0442 0.0794 0.0247 0.0496
C 0.6955 4.6694 2.7376 -0.0177 -0.0199 0.0023
C -0.2823 -0.7879 -2.0718 0.3783 0.5577 -0.0139
H 3.6565 -5.5984 -0.2689 0.0490 -0.0732 0.0616
H 2.3428 -6.2132 -1.2762 -0.0602 -0.1233 -0.0075
H 1.9855 -5.1247 0.0645 0.0038 -0.1355 0.1453
H 3.5397 -4.3774 -2.4575 -0.0747 0.1065 -0.0109
H 3.2499 -3.3008 -1.0807 0.1257 -0.0105 -0.1113
H 1.6091 -2.9333 -2.9602 -0.0319 0.0755 -0.1190
H 0.9497 -4.5558 -2.6359 -0.1466 -0.0324 -0.1039
H -2.1869 -3.4149 -1.3244 -0.2266 0.0927 -0.1012
H -2.6357 -2.0631 -2.3976 0.0571 -0.0369 0.0027
H -1.8898 -1.8857 0.5589 -0.0773 -0.0383 0.0870
H -3.5160 -1.6497 -0.1078 -0.0048 -0.0402 0.0567
H -2.3780 0.5418 0.3326 -0.0367 0.0608 -0.0337
H -2.7177 0.3244 -1.3906 -0.0303 0.0660 -0.0008
H -0.0333 -0.1944 -0.0263 -0.0495 0.0917 -0.0392
H 0.4577 1.8347 0.6012 -0.0453 -0.1178 -0.1321
H 0.3377 3.9670 -1.4264 0.1156 -0.0024 0.1185
H 1.5282 3.9062 -0.0968 -0.0678 0.0297 -0.0681
H -0.2668 5.5464 0.3948 -0.0550 0.0371 -0.0085
H -1.4930 4.2821 0.1965 -0.0094 0.0535 -0.0324
H -1.8463 2.6123 1.9150 -0.0828 -0.0224 -0.0633
H -1.4826 1.8763 4.2346 -0.0516 -0.0600 0.0389
H 0.2742 2.9361 5.6061 0.0115 -0.0226 0.0830
H 1.6649 4.7315 4.6415 0.0588 0.0386 0.0496
H 1.3066 5.4563 2.3183 0.0628 0.0962 -0.0473
H 0.7946 -0.7552 -2.2447 -0.0249 0.1898 -0.1583
H -0.7965 -0.4245 -2.9669 0.0859 -0.0497 0.0604
```
Forces are in eV/Å.

LUMO level: 0.793 eV
F_max: 1.0 eV Å⁻¹
Structure (SMILES): CCCS(=O)(=O)N1CCC[C@H](C(=O)NCCc2ccccc2)C1
Spin multiplicity: 1
Energy: -38009.774 eV
HOMO level: -9.26 eV
ΔE to the lowest compared entry with this formula, charge and spin: 17.1 kcal/mol

Here are the natural (NBO) charges for atoms 1 to 6, given in e:
1 C -0.61
2 C -0.42
3 C -0.63
4 S 2.30
5 O -0.96
6 O -0.95



2.
ORCA calculation (ωB97M-V/def2-TZVPD) on a cluster of 13 separate species, C24H77N3O19 in total in a non-equilibrium geometry.

```
123
Properties=species:S:1:pos:R:3:forces:R:3
O 1.6983 2.1312 1.3847 0.7914 -0.1522 -0.4251
H 2.4271 1.5341 1.7092 -0.2782 0.4352 -0.4097
H 1.4047 2.6301 2.1533 -0.3965 0.2362 0.5329
O 0.2937 -1.4825 -3.0390 -0.4493 0.2395 0.7824
H 0.5176 -0.5325 -3.0596 0.1773 -0.3565 -0.4956
H 0.8578 -1.9384 -3.6661 0.1569 -0.0049 -0.5202
O 0.4312 3.0004 3.6605 -0.1281 1.1376 -0.1882
H 0.5345 2.1664 4.1286 -0.4948 -0.4297 -0.1672
H -0.4880 3.1137 3.3203 0.7137 -0.4113 0.2657
O -2.6343 -1.8707 -0.0442 0.7492 1.0158 -0.1154
H -3.2328 -1.5698 -0.7483 -0.2270 -0.0912 -0.3177
H -3.0150 -2.6211 0.3734 -0.5958 -0.9181 0.3850
O 1.3806 -3.5120 2.0019 0.3280 0.7744 0.4050
H 1.1391 -2.8543 1.3245 -0.1499 -0.3791 -0.1904
H 1.0606 -4.3642 1.7263 -0.2540 -0.2588 -0.3836
O 2.2509 2.5399 -1.3561 -0.1255 -0.0036 -0.2800
H 3.0077 3.0914 -1.5609 0.1154 0.0991 0.0130
H 1.9974 2.7498 -0.4370 0.0699 -0.3774 0.2537
O -2.1211 2.6905 2.5390 0.2396 -1.1990 1.7362
H -2.0672 2.1809 1.7332 0.1629 -0.2264 -1.1200
H -1.9434 1.9258 3.1722 -0.5556 1.1055 -0.5101
C -4.3338 1.6614 -5.8855 -0.9413 -0.3621 -1.2688
O -3.5979 0.9226 -4.9608 1.0437 0.1488 -0.2747
C -3.5813 1.4990 -3.6797 -0.8817 -1.5935 1.4055
C -3.1120 0.3919 -2.7046 0.3872 0.2351 -0.0977
N -4.0924 -0.5245 -2.1797 0.7780 -0.5430 -0.6797
C -4.9545 -1.2359 -3.0660 -1.1878 -1.3693 -0.0018
C -6.2592 -1.6451 -2.3221 1.0527 0.3815 -0.0173
O -5.9727 -2.4164 -1.1770 -0.2597 -0.1101 1.2786
C -6.5660 -1.8897 0.0141 -1.2418 -0.9191 1.0004
H -4.1878 1.2890 -6.9171 0.4372 -0.0453 0.5907
H -4.1549 2.7494 -5.9292 0.0041 -0.2936 0.4925
H -5.3612 1.3974 -5.6672 -0.7457 0.7508 -0.0567
H -4.6060 1.7260 -3.2788 0.4583 0.3704 -0.7848
H -2.9555 2.3803 -3.6830 0.1970 0.4176 0.2702
H -2.7088 0.7935 -1.7929 0.4756 0.7449 0.1649
H -2.3448 -0.2165 -3.1367 0.7561 -0.1476 -0.6532
H -4.5793 -0.0411 -1.4996 -1.5793 1.0102 1.6249
H -4.4209 -2.1308 -3.4420 -0.3260 0.3473 0.0479
H -5.2936 -0.6546 -3.9153 0.0484 0.2339 -0.4437
H -6.9489 -2.1963 -2.9212 -0.2478 -0.5599 -0.9197
H -6.8064 -0.7382 -2.0729 0.0517 0.3697 0.3442
H -6.2044 -2.3870 0.9707 0.2045 0.3497 -1.5202
H -7.7366 -2.1009 0.1138 2.2015 0.8874 -0.7286
H -6.2667 -0.8308 0.0583 -0.7263 -0.1888 0.3090
C 1.6567 0.5561 5.8231 1.5101 0.0615 -1.8746
O 0.9623 0.4314 4.5753 -0.2746 0.8220 0.3352
C 0.2431 -0.7788 4.4053 0.0374 -0.0437 0.2603
C -1.1290 -0.7805 5.0498 0.0246 -0.3821 -1.6286
N -2.0788 0.0195 4.2660 -0.7798 -0.1230 1.5494
C -3.3662 -0.1542 4.9470 -1.3010 0.6739 -0.2334
C -4.4372 0.6787 4.2717 -0.2918 -1.0461 -0.2085
O -4.4517 0.3037 2.9040 0.4630 -0.0136 0.3334
C -5.1908 1.2625 2.2117 -1.1039 -0.1556 -0.0399
H 1.1032 0.1863 6.6384 -0.8959 -0.1465 1.1390
H 1.9879 1.6063 5.9359 -0.5155 -0.5379 0.0484
H 2.5735 -0.0549 5.7340 -0.1360 0.1143 0.2388
H 0.8600 -1.5529 4.8845 -0.1955 -0.3568 -0.6424
H 0.0671 -0.9114 3.3173 0.6527 -0.2078 0.5678
H -1.0942 -0.3526 6.0241 0.0255 0.1066 0.9642
H -1.5064 -1.8249 5.0710 0.3871 0.2746 0.4006
H -2.2788 -0.4256 3.4020 0.4774 -0.4285 -1.3274
H -3.3094 0.3032 5.9171 0.2609 -0.3193 0.9003
H -3.7468 -1.2142 5.0102 0.6927 0.7304 0.0405
H -4.2791 1.7446 4.4265 0.3796 0.2035 -0.2902
H -5.4560 0.4634 4.6510 0.3965 -0.0319 0.3239
H -5.5528 0.8141 1.2720 -0.3714 0.0816 0.5631
H -4.5587 2.0716 1.9038 0.3197 0.8458 0.1650
H -5.9900 1.6033 2.9423 0.3205 -0.0478 -1.5157
C 6.3890 -2.2604 3.9894 -0.4752 0.5707 0.7346
O 5.3283 -1.3991 3.7033 0.4059 1.3095 0.2772
C 4.2433 -1.8824 2.9925 0.4601 1.1997 -0.2230
C 3.3495 -0.7312 2.6005 -0.1071 0.1941 -0.6537
N 3.9175 0.4925 1.9978 -0.4154 -0.6613 0.8499
C 4.7994 0.3400 0.8669 0.4238 -0.4901 0.0327
C 5.6073 1.5865 0.6217 -1.3041 -0.1428 -2.5210
O 6.5644 1.2777 -0.3994 -0.3100 -0.0063 0.6309
C 7.7525 1.9983 -0.2570 1.2002 -0.2190 0.6593
H 6.7362 -2.7425 3.1048 0.6043 -0.3273 -0.9016
H 6.0627 -3.0544 4.6703 0.2504 0.0795 0.3066
H 7.1376 -1.5745 4.4207 0.0111 -0.8563 -0.0299
H 3.6803 -2.5201 3.6104 -0.9845 -1.2504 0.6547
H 4.5239 -2.3934 2.1002 0.6111 -0.7396 -0.7513
H 2.7012 -0.4679 3.4277 0.0524 0.4051 0.0180
H 2.7364 -1.1618 1.8406 -0.9140 -0.2794 -0.5173
H 4.3868 0.9686 2.7321 0.6520 0.5324 0.6692
H 4.2123 0.1211 0.0161 -0.8229 -0.1897 -1.1540
H 5.5180 -0.4859 0.9119 0.0566 -0.0746 0.4961
H 6.0757 1.8144 1.5167 1.1984 0.8734 1.8190
H 4.9454 2.4288 0.2758 0.6021 -0.5428 0.4718
H 7.6275 3.0458 -0.5102 -0.2432 0.5610 0.6441
H 8.4505 1.6897 -1.0233 0.1022 -0.6149 -0.2064
H 8.2889 1.8187 0.7512 -1.0104 0.5005 -1.2940
C 0.7255 -0.1442 0.1681 -2.3287 -0.4333 -0.6751
C -0.4441 0.7321 -0.3561 0.1250 -1.3933 -1.0916
O -1.6165 0.6936 0.4307 -0.3110 0.4766 0.2816
O 0.6214 -1.5486 -0.1736 0.0002 0.4985 1.2739
H 0.5539 -0.0021 1.2548 1.1985 -0.4451 -0.5211
H 1.6115 0.2430 -0.3083 0.6468 0.3245 0.5882
H -0.6585 0.4898 -1.4574 0.2158 0.3125 1.3497
H -0.1325 1.7424 -0.2482 0.4724 0.8523 -0.3122
H -1.9403 -0.1939 0.6080 0.0248 -0.7289 -0.4023
H 0.3884 -1.6629 -1.1022 -0.0269 0.1025 -0.4183
C -0.1145 1.4751 -5.4155 0.5683 0.7877 -2.9268
C 0.4607 2.0906 -4.1928 0.7918 -0.2237 0.4323
O 1.3125 1.0433 -3.6944 0.9022 0.5504 1.5240
O -1.0583 2.3402 -6.1338 1.8610 -0.4516 0.5481
H -0.6469 0.6181 -5.0835 -0.3669 -1.0976 0.0652
H 0.7227 1.1490 -6.1541 -1.4398 0.6305 1.2191
H -0.3487 2.2199 -3.4882 -0.2448 0.5107 0.3951
H 1.0420 3.0187 -4.3156 -0.3895 -0.2878 -0.1830
H 1.7410 1.3829 -2.8572 -0.5437 -0.1641 -0.8358
H -1.8933 2.0960 -5.7649 -1.0236 -0.2284 0.1802
C 3.6930 -2.3051 -4.0915 0.1283 0.6891 -1.9829
C 3.0304 -3.1190 -5.2236 -0.1271 -0.9824 0.2806
O 1.7630 -2.5961 -5.5869 -0.4769 -0.4136 0.5741
O 3.6128 -0.9299 -4.4244 -0.7817 1.6858 0.3555
H 4.7598 -2.5687 -3.9891 -0.4598 0.0162 0.0816
H 3.1617 -2.4563 -3.2020 -0.6146 -0.5956 1.5359
H 2.7942 -4.1342 -4.8084 0.3888 0.6751 -0.5183
H 3.6341 -3.2357 -6.1457 0.0809 0.1523 0.6532
H 1.8536 -1.7524 -6.0227 0.3692 0.4494 -0.1024
H 2.8552 -0.4002 -4.0073 1.4264 -1.5240 -0.7819
```
Forces are in eV/Å.

LUMO level: 0.595 eV
F_max: 3.1 eV Å⁻¹
Spin multiplicity: 1
Energy: -69504.341 eV
HOMO level: -9.07 eV

Here are the Mulliken charges for atoms 1 to 6, given in e:
1 O -0.55
2 H 0.48
3 H 0.39
4 O -0.65
5 H 0.36
6 H 0.20



3.
ORCA calculation (ωB97M-V/def2-TZVPD) on a structure of composition C10H22ClNO9PS3.

```
47
Properties=species:S:1:pos:R:3:forces:R:3
C -4.0845 -1.0527 1.4889 -0.1900 -0.0538 -0.0104
C -4.6056 -1.1996 0.0782 0.0597 -0.0999 0.1791
O -3.8301 -0.3870 -0.8299 -0.0128 -0.0598 -0.1932
P -2.6302 -1.0349 -1.6683 -0.2174 0.0006 0.0879
O -2.4014 -2.4552 -1.3808 -0.0113 0.0112 -0.1085
C -1.2763 0.1431 -1.5036 0.1778 -0.0495 0.0144
C -1.2937 1.0490 -0.2759 -0.0098 0.1416 -0.0315
S -0.7448 0.2749 1.2580 0.1385 0.1356 -0.0475
O -1.6614 0.7380 2.2779 0.1120 0.0897 0.0266
O -0.7062 -1.1536 1.0273 -0.0554 0.0155 0.0133
N 0.6963 0.9445 1.3674 0.0246 -0.1712 -0.0082
S 1.8374 0.3563 2.3023 -0.0360 0.0862 -0.0172
O 2.7847 -0.4568 1.5564 0.0134 -0.0244 0.0320
O 1.3707 -0.1880 3.5559 -0.0203 0.0344 -0.0276
C 2.7333 1.8682 2.6763 0.0650 -0.0401 0.0700
C 3.6822 2.2409 1.5416 -0.0328 -0.0568 -0.0381
C 5.0439 1.5241 1.6241 0.0281 -0.0047 -0.0399
C 5.3398 0.8262 0.3040 -0.1145 0.0356 0.0204
S 6.9479 0.0441 0.2716 -0.0020 0.0310 0.0132
O 7.6060 0.1600 1.5325 -0.0269 -0.0714 0.0302
O 6.8931 -1.2002 -0.4212 -0.0082 -0.0190 -0.0188
Cl 7.9850 1.3278 -0.9924 0.0733 0.0917 -0.0476
O -3.0578 -0.7395 -3.1959 0.0265 0.1300 0.0838
C -4.3740 -1.0275 -3.6734 -0.0572 -0.0794 0.0375
C -4.7440 -2.5106 -3.6081 -0.0382 0.0359 -0.0805
H -4.7488 -1.5864 2.1738 0.0140 -0.0168 0.0052
H -3.0802 -1.4682 1.5753 -0.0621 0.0409 -0.0093
H -4.0478 -0.0047 1.7862 0.0285 -0.0586 0.0001
H -4.5490 -2.2397 -0.2449 -0.0246 0.0114 -0.0222
H -5.6354 -0.8509 -0.0191 0.0175 0.0445 -0.0131
H -0.3564 -0.4445 -1.5473 0.0259 0.0739 0.0399
H -1.3233 0.7833 -2.3855 0.0458 -0.0917 -0.0672
H -0.6161 1.8839 -0.4418 -0.0259 0.0083 0.0580
H -2.2874 1.4466 -0.0760 -0.0139 -0.0869 -0.0080
H 3.2653 1.6465 3.6039 0.0410 0.0630 -0.0199
H 2.0017 2.6492 2.8715 -0.0791 -0.0963 0.0083
H 3.1887 1.9732 0.6038 -0.0283 0.1232 -0.0003
H 3.8286 3.3229 1.5237 0.0324 -0.0121 0.0158
H 5.0316 0.7734 2.4127 -0.0266 0.0092 -0.0111
H 5.8415 2.2306 1.8603 0.0010 -0.0102 -0.0028
H 4.6231 0.0227 0.1204 0.0291 -0.0286 0.0876
H 5.3248 1.5203 -0.5340 0.0192 -0.0603 -0.0519
H -4.3812 -0.6736 -4.7034 0.0579 -0.0033 0.0021
H -5.0838 -0.4190 -3.1070 -0.0064 -0.0132 -0.0212
H -5.4122 -2.7269 -2.7750 0.0879 -0.0114 0.0712
H -3.8459 -3.1127 -3.4844 -0.0024 -0.0069 -0.0217
H -5.2480 -2.8179 -4.5263 -0.0171 0.0126 0.0210
```
Forces are in eV/Å.

LUMO level: 2.342 eV
F_max: 0.2 eV Å⁻¹
Spin multiplicity: 1
Energy: -84965.114 eV
HOMO level: -5.83 eV
Total charge: -1

Here are the natural (NBO) charges for atoms 1 to 6, given in e:
1 C -0.65
2 C -0.06
3 O -0.85
4 P 2.39
5 O -1.09
6 C -0.82